No. 1
101
Properties=species:S:1:pos:R:3:forces:R:3:mulliken_charge:R:1 method="wB97M-V/def2-TZVPD" homo_lumo_gap_ev=6.56 e_tot_ha=-3295.69666 spin_multiplicity=1 total_charge=-1
Ti 0.300 0.399 1.800 -0.330 -0.926 0.446 -1.575
C -3.255 -3.873 1.129 0.026 0.063 0.045 -0.684
C -1.893 -4.046 0.927 0.010 0.034 0.043 -0.188
C -0.980 -3.164 1.497 -0.005 -0.116 -0.091 0.199
C -1.426 -2.104 2.280 0.248 0.090 0.029 -1.462
C -2.794 -1.938 2.490 -0.128 -0.019 -0.029 0.140
C -3.704 -2.815 1.916 0.084 -0.002 0.004 -0.854
N -0.495 -1.190 2.822 0.141 0.573 0.450 1.492
C -0.144 -1.280 4.157 -0.241 -0.173 -0.517 0.295
C -0.447 -2.308 5.047 -0.034 -0.146 0.119 -0.917
C 0.036 -2.257 6.353 -0.048 0.011 -0.118 -0.725
C 0.815 -1.191 6.783 0.009 0.070 -0.132 -0.641
C 1.108 -0.152 5.899 0.043 0.066 0.343 -0.932
C 0.623 -0.201 4.610 0.241 0.602 -0.430 0.419
N 0.812 0.780 3.612 0.278 -0.089 0.077 2.823
N 1.336 1.997 4.041 -0.084 -0.883 0.347 -1.404
C 1.274 2.840 3.064 0.017 0.799 -0.495 -0.029
C 1.609 4.236 3.266 0.091 -0.583 0.180 -1.004
C 1.382 5.126 2.290 -0.167 0.286 -0.528 -0.401
C 0.803 4.696 1.045 0.177 0.371 0.285 -1.083
C 0.548 3.383 0.886 -0.041 -0.489 0.118 -0.408
N 0.819 2.425 1.825 -0.018 0.107 0.282 0.609
H -3.964 -4.556 0.678 -0.001 0.006 0.005 0.393
H -1.534 -4.866 0.315 -0.008 0.014 0.006 0.410
H 0.089 -3.274 1.339 -0.012 -0.004 -0.006 0.315
H -3.126 -1.101 3.092 -0.012 -0.012 0.000 0.486
H -4.766 -2.671 2.078 0.011 0.004 -0.005 0.393
H -1.049 -3.145 4.713 0.019 0.007 0.015 0.447
H -0.200 -3.064 7.038 -0.004 -0.003 -0.012 0.368
H 1.191 -1.162 7.797 -0.004 0.009 0.003 0.378
H 1.689 0.709 6.202 0.001 -0.031 0.013 0.430
H 1.995 4.518 4.236 0.017 -0.012 -0.004 0.528
H 1.601 6.175 2.449 -0.015 -0.011 -0.027 0.372
H 0.546 5.395 0.262 0.021 0.030 0.038 0.479
H 0.085 3.025 -0.023 -0.031 -0.054 0.002 0.391
N 3.665 0.752 1.980 -0.005 0.016 -0.046 -0.326
C 3.913 -0.650 1.694 0.175 0.111 0.180 -1.236
C 2.700 -1.462 1.286 -0.606 0.283 -0.440 0.521
O 2.822 -2.652 1.072 0.042 -0.241 0.112 -0.722
O 1.584 -0.813 1.074 0.766 -0.018 -0.077 0.775
H 4.532 1.271 1.990 0.005 0.001 -0.002 0.242
H 3.216 0.897 2.877 -0.067 -0.054 0.025 0.064
H 4.374 -1.220 2.507 0.100 0.019 0.058 0.344
H 4.593 -0.713 0.841 0.014 -0.039 0.024 0.391
N -3.953 4.963 1.532 -0.017 0.040 -0.006 -0.637
C -3.671 3.869 1.783 0.221 -0.223 -0.078 0.438
N -3.454 2.608 2.106 -0.529 0.218 0.286 -0.903
C -2.447 1.896 1.855 0.164 -0.080 -0.329 0.888
N -1.598 1.119 1.634 -0.423 0.229 -0.238 -0.141
C 1.028 -3.805 -3.413 -0.006 0.038 0.023 -1.106
C 0.063 -3.856 -2.232 0.030 0.039 0.007 -0.995
C -0.590 -2.484 -2.013 0.045 0.005 -0.053 -0.018
C 0.381 -1.319 -2.313 0.105 -0.226 -0.016 0.936
C 1.816 -1.800 -2.061 -0.084 -0.077 0.003 -0.611
C 2.202 -2.859 -3.101 -0.014 -0.004 -0.006 -1.139
P -0.050 0.171 -1.331 -0.276 0.377 0.327 0.354
C -1.822 0.539 -1.737 -0.055 -0.027 -0.019 0.340
C -2.819 -0.364 -0.992 -0.001 0.026 -0.007 0.356
C -4.191 0.323 -0.922 0.018 0.021 -0.005 -0.822
C -4.480 1.147 -2.190 0.021 -0.018 0.006 -0.811
C -3.762 0.536 -3.390 0.024 -0.015 0.017 -0.889
C -2.234 0.635 -3.218 -0.007 0.012 0.005 -0.736
C 0.842 1.563 -2.183 0.168 0.010 -0.072 0.193
C 2.226 1.800 -1.543 -0.030 -0.066 -0.051 0.668
C 2.970 2.898 -2.293 -0.025 -0.015 -0.055 -1.299
C 3.296 2.462 -3.737 -0.027 0.013 0.027 -0.897
C 2.377 1.331 -4.212 -0.019 -0.017 0.030 -0.605
C 0.943 1.550 -3.734 0.048 0.053 0.049 -1.222
H 0.483 -3.448 -4.295 -0.006 -0.005 0.011 0.337
H 1.396 -4.802 -3.662 0.008 -0.007 -0.004 0.500
H 0.608 -4.155 -1.331 0.003 0.002 -0.029 0.284
H -0.711 -4.609 -2.393 -0.014 -0.012 0.003 0.637
H -0.947 -2.421 -0.985 -0.007 0.008 0.012 -0.743
H -1.470 -2.394 -2.655 0.015 -0.009 -0.020 0.216
H 0.292 -1.053 -3.372 0.025 -0.026 -0.043 1.120
H 1.873 -2.222 -1.056 0.007 0.029 -0.035 -0.030
H 2.535 -0.983 -2.091 0.010 0.020 -0.004 -0.036
H 3.055 -3.431 -2.727 -0.009 0.009 0.014 0.531
H 2.531 -2.365 -4.021 0.014 -0.012 -0.013 0.278
H -1.923 1.536 -1.284 -0.032 0.008 -0.002 0.360
H -2.474 -0.594 0.015 0.029 -0.029 0.004 -1.457
H -2.909 -1.319 -1.514 -0.021 0.039 -0.020 0.573
H -4.232 0.967 -0.041 -0.022 0.001 -0.028 0.115
H -4.964 -0.438 -0.791 0.004 -0.011 0.012 0.532
H -4.139 2.178 -2.057 0.003 -0.008 0.001 0.312
H -5.556 1.202 -2.370 -0.006 0.012 0.010 0.516
H -4.061 1.027 -4.319 0.000 -0.001 -0.006 0.533
H -4.060 -0.513 -3.484 0.003 0.012 0.004 0.317
H -1.888 1.585 -3.633 0.028 -0.006 0.006 0.339
H -1.753 -0.156 -3.803 -0.014 0.005 0.015 0.027
H 0.229 2.427 -1.906 -0.032 0.033 -0.036 0.870
H 2.824 0.886 -1.556 -0.006 -0.002 0.007 -0.008
H 2.118 2.053 -0.490 0.013 -0.011 0.021 -0.408
H 3.886 3.166 -1.762 0.002 0.010 0.018 0.445
H 2.345 3.797 -2.297 -0.002 -0.006 -0.014 0.358
H 4.337 2.139 -3.807 0.005 -0.015 0.001 0.353
H 3.192 3.316 -4.413 0.009 0.008 0.001 0.365
H 2.740 0.370 -3.836 -0.005 0.008 -0.004 -0.074
H 2.402 1.261 -5.302 -0.004 -0.004 -0.013 0.504
H 0.286 0.804 -4.174 -0.007 -0.016 -0.004 0.405
H 0.597 2.515 -4.119 -0.002 0.001 0.001 0.472


No. 2
103
Properties=species:S:1:pos:R:3:forces:R:3:mulliken_charge:R:1 method="wB97M-V/def2-TZVPD" homo_lumo_gap_ev="6.97 / 7.36" e_tot_ha=-3628.07640 spin_multiplicity=3 s2=2.010
Ti -0.385 0.442 0.548 1.399 0.593 0.040 -0.837
C 3.323 -3.353 1.766 -0.075 -0.024 -0.082 -1.647
C 2.841 -2.076 1.166 -0.184 -0.016 0.002 0.195
C 3.599 -1.035 0.703 0.101 0.325 -0.158 -1.149
C 2.704 -0.055 0.243 -0.251 -0.943 0.368 -0.503
N 1.431 -0.493 0.453 2.179 -1.003 -0.261 1.795
N 1.548 -1.752 1.002 0.290 0.244 0.056 0.007
B 0.387 -2.709 1.333 -0.121 0.226 -0.428 -1.763
N -0.188 -3.312 0.018 -0.183 -0.083 0.181 1.723
N 0.217 -2.935 -1.217 0.198 -0.027 -0.351 -0.428
C -0.292 -3.828 -2.066 -0.176 -0.023 0.369 -0.195
C -1.058 -4.783 -1.377 0.079 -0.024 -0.003 -1.459
C -0.933 -4.445 -0.054 -0.151 -0.082 -0.038 0.919
C -1.449 -5.208 1.118 0.025 0.152 -0.087 -1.631
C -0.019 -3.880 -3.509 0.057 0.240 -0.135 0.506
C 1.259 -3.651 -4.012 0.013 0.116 0.100 -0.013
C 1.509 -3.723 -5.373 0.039 0.005 -0.049 -0.709
C 0.488 -4.047 -6.255 -0.013 0.004 -0.017 -0.414
C -0.784 -4.304 -5.763 0.051 -0.035 -0.066 -0.741
C -1.035 -4.225 -4.402 -0.011 0.059 0.044 -0.448
N -0.584 -1.945 2.295 0.018 -0.213 0.437 0.316
N -0.808 -0.606 2.208 -0.475 -0.747 1.374 1.589
C -1.410 -0.221 3.340 0.151 -0.430 0.030 -1.069
C -1.545 -1.320 4.188 -0.116 0.145 -0.054 -1.114
C -1.013 -2.388 3.501 0.010 -0.072 -0.081 0.739
C -0.919 -3.792 3.996 -0.021 0.037 0.043 -1.811
C -1.829 1.145 3.677 -0.154 0.280 0.031 0.919
C -1.540 1.633 4.952 0.037 -0.080 -0.130 -0.511
C -1.971 2.889 5.343 -0.030 0.062 -0.008 -0.949
C -2.717 3.667 4.469 0.055 -0.004 0.049 -0.728
C -3.016 3.185 3.202 -0.027 0.086 -0.026 -0.703
C -2.569 1.937 2.800 -0.005 -0.161 0.094 0.808
C 3.162 1.189 -0.394 -0.052 0.549 -0.231 1.432
C 2.327 2.109 -1.036 0.323 -0.275 0.282 1.387
C 2.844 3.224 -1.672 -0.041 0.172 -0.079 -0.689
C 4.207 3.470 -1.682 -0.048 -0.064 0.025 -0.831
C 5.050 2.582 -1.031 0.111 0.097 -0.027 -0.925
C 4.537 1.464 -0.402 -0.151 -0.142 0.125 -1.173
H 4.410 -3.342 1.807 0.012 0.007 -0.010 0.463
H 3.004 -4.209 1.172 0.004 -0.025 0.035 0.272
H 2.937 -3.481 2.778 0.019 -0.031 -0.011 0.234
H 4.674 -1.008 0.697 -0.032 -0.023 -0.023 0.551
H 0.800 -3.637 1.959 0.116 0.069 0.141 -0.199
H -1.572 -5.639 -1.781 0.035 -0.027 -0.001 0.556
H -1.673 -6.228 0.810 -0.029 -0.008 -0.013 0.441
H -2.366 -4.763 1.507 0.014 -0.008 0.076 0.252
H -0.706 -5.243 1.914 -0.062 -0.100 -0.128 0.337
H 2.060 -3.434 -3.317 0.001 0.084 0.016 0.402
H 2.508 -3.536 -5.748 0.000 -0.013 0.012 0.388
H 0.684 -4.108 -7.317 -0.001 0.003 0.001 0.393
H -1.581 -4.569 -6.446 -0.021 0.006 0.021 0.391
H -2.031 -4.426 -4.027 0.002 0.042 0.035 0.417
H -2.020 -1.335 5.154 0.051 -0.025 0.037 0.599
H -1.175 -3.815 5.053 0.020 0.055 0.026 0.410
H 0.087 -4.189 3.870 -0.032 -0.046 0.023 0.331
H -1.613 -4.441 3.467 0.039 0.039 0.171 0.207
H -0.959 1.021 5.631 0.015 0.000 0.008 0.479
H -1.726 3.260 6.330 -0.014 -0.002 0.005 0.396
H -3.070 4.643 4.778 0.003 0.011 -0.013 0.418
H -3.614 3.794 2.534 0.036 -0.023 -0.006 0.287
H -2.801 1.545 1.819 -0.089 0.055 0.024 0.510
H 1.266 1.951 -1.010 -0.240 0.051 -0.038 -0.571
H 2.176 3.922 -2.161 -0.057 -0.022 -0.001 0.296
H 4.605 4.343 -2.181 -0.003 0.008 0.003 0.432
H 6.116 2.765 -1.014 0.005 -0.029 0.011 0.401
H 5.218 0.793 0.103 0.011 0.076 -0.051 0.325
C -3.968 2.938 -0.505 0.215 -0.132 -0.035 -1.434
P -2.178 2.758 -0.909 -0.747 0.991 -0.292 1.763
C -1.588 4.410 -0.329 0.030 -0.341 -0.006 -1.448
C -2.222 3.119 -2.744 0.193 -0.129 0.161 -1.262
C -0.880 2.634 -3.300 -0.049 -0.260 0.275 -0.779
P -0.619 0.970 -2.487 0.675 0.466 -1.052 1.582
C 0.881 0.352 -3.352 -0.304 -0.041 0.014 -0.984
C -1.930 0.049 -3.367 0.017 0.099 0.298 -1.535
H -4.397 3.787 -1.039 -0.054 0.011 0.024 0.470
H -4.089 3.088 0.567 -0.037 -0.015 -0.034 0.281
H -4.487 2.020 -0.780 -0.043 0.014 -0.010 0.328
H -2.258 5.199 -0.674 0.003 0.017 -0.015 0.631
H -0.583 4.582 -0.716 0.023 0.045 0.057 0.273
H -1.548 4.405 0.760 0.063 0.029 0.007 0.186
H -2.403 4.181 -2.921 -0.030 -0.007 0.002 0.642
H -3.042 2.553 -3.189 -0.022 0.031 0.006 0.393
H -0.077 3.304 -2.983 0.075 0.019 -0.033 0.104
H -0.859 2.557 -4.389 -0.007 0.028 -0.003 0.616
H 0.682 0.212 -4.415 0.049 -0.040 -0.041 0.627
H 1.144 -0.600 -2.896 0.100 -0.174 -0.015 -0.026
H 1.702 1.052 -3.215 0.008 -0.030 -0.044 0.350
H -1.916 0.295 -4.430 -0.030 0.017 0.001 0.435
H -2.903 0.278 -2.933 -0.018 -0.065 -0.038 0.341
H -1.743 -1.009 -3.224 0.009 -0.233 0.001 0.205
C 1.586 1.865 3.044 -0.287 0.094 -0.198 -1.506
C 0.648 2.754 2.215 0.341 0.244 0.286 1.132
C 1.433 3.974 1.724 -0.312 -0.250 -0.065 -1.232
O 0.047 2.020 1.168 1.234 2.985 1.386 -0.260
H 1.862 2.370 3.971 0.029 -0.007 0.003 0.469
H 2.492 1.650 2.474 0.030 -0.057 0.016 0.291
H 1.091 0.925 3.286 0.065 -0.043 0.086 0.118
H -0.146 3.127 2.876 -0.047 -0.110 -0.087 -0.292
H 2.249 3.661 1.076 0.099 0.033 -0.013 0.225
H 1.844 4.498 2.588 0.030 0.037 -0.017 0.418
H 0.791 4.662 1.175 0.016 0.035 -0.014 0.254
O -1.407 -0.470 -0.666 -2.025 -1.740 -1.629 -0.085
O -2.220 0.347 0.084 -1.948 -0.589 -0.676 -0.601


No. 3
103
Properties=species:S:1:pos:R:3:forces:R:3:mulliken_charge:R:1 method="wB97M-V/def2-TZVPD" homo_lumo_gap_ev=6.36 e_tot_ha=-7979.99357 spin_multiplicity=1 total_charge=-1
Sc 1.972 0.562 1.341 0.389 0.177 0.400 0.020
S 4.024 1.356 2.732 0.115 -0.157 -0.082 -0.418
C 3.721 0.764 4.351 0.003 0.037 -0.048 0.116
C 4.760 0.277 5.151 -0.012 0.010 -0.013 -0.607
C 4.521 -0.192 6.432 0.005 -0.021 0.028 -0.558
C 3.236 -0.171 6.963 0.017 -0.016 0.052 -0.776
C 2.192 0.317 6.191 -0.042 -0.046 0.073 -0.404
C 2.430 0.750 4.897 0.051 0.078 -0.066 0.341
S 1.167 1.411 3.843 -0.034 -0.128 0.023 -0.104
C -0.212 0.271 4.120 -0.147 -0.014 -0.012 -1.057
C -0.761 -0.322 2.842 -0.076 0.079 0.035 0.281
C -2.106 -0.573 2.807 0.102 0.034 0.042 -1.501
C -2.614 -1.397 1.756 0.034 0.040 -0.043 -0.334
C -1.787 -1.794 0.778 -0.059 -0.108 -0.002 -1.229
C -0.394 -1.345 0.736 0.049 -0.198 -0.039 -0.254
C 0.526 -2.475 0.281 -0.039 -0.012 -0.039 -0.308
S 2.272 -2.013 0.259 0.076 0.102 0.039 -0.095
C 2.684 -1.781 -1.445 0.069 0.095 0.001 0.013
C 2.538 -2.823 -2.352 -0.065 -0.078 0.021 -0.451
C 2.944 -2.677 -3.665 0.017 0.000 -0.053 -0.839
C 3.539 -1.480 -4.054 -0.009 -0.012 -0.026 -0.547
C 3.708 -0.453 -3.146 -0.030 -0.013 0.010 -0.660
C 3.279 -0.566 -1.814 -0.026 0.061 -0.064 0.563
S 3.476 0.806 -0.747 0.002 -0.015 0.039 -0.378
N 0.130 -0.683 1.881 -0.263 -0.021 0.123 1.450
H 5.760 0.257 4.736 0.000 0.004 -0.002 0.472
H 5.347 -0.574 7.020 -0.018 -0.003 0.017 0.388
H 3.050 -0.522 7.971 -0.002 0.002 -0.006 0.399
H 1.189 0.360 6.600 0.006 -0.001 0.005 0.417
H -1.022 0.769 4.650 0.051 0.054 0.013 0.480
H 0.148 -0.535 4.761 0.031 -0.005 -0.024 0.536
H -2.737 -0.248 3.622 -0.005 -0.008 0.000 0.403
H -3.650 -1.720 1.761 0.019 0.037 0.029 0.452
H -2.115 -2.435 -0.033 0.010 0.014 0.020 0.544
H 0.226 -2.862 -0.690 0.065 -0.004 -0.011 -0.333
H 0.442 -3.279 1.019 0.010 0.007 0.006 0.537
H 2.098 -3.757 -2.018 0.011 0.004 -0.004 0.532
H 2.809 -3.486 -4.371 0.003 0.008 -0.005 0.387
H 3.870 -1.343 -5.077 -0.008 -0.020 -0.002 0.356
H 4.161 0.479 -3.459 -0.003 0.009 0.018 0.463
C -0.480 -1.244 -4.970 -0.070 -0.084 0.036 -0.768
Si -2.062 -1.423 -3.968 -0.081 0.134 0.087 0.404
C -2.002 -3.048 -3.010 0.048 0.038 -0.153 -0.609
C -3.540 -1.480 -5.152 0.114 -0.135 0.013 -1.085
Si -2.242 0.343 -2.435 -0.146 -0.003 -0.109 -0.197
Te -0.180 0.201 -1.069 -0.003 0.053 -0.228 -0.274
Si -1.804 2.438 -3.442 -0.020 -0.214 0.009 0.483
C -0.035 2.476 -4.085 -0.064 0.123 0.022 -0.942
C -2.032 3.797 -2.167 0.041 0.016 -0.121 -0.573
C -2.953 2.749 -4.914 0.083 0.074 0.057 -1.089
Si -4.325 0.362 -1.344 0.146 0.026 0.015 1.007
C -4.305 1.508 0.151 -0.003 -0.080 -0.093 -0.790
C -4.941 -1.364 -0.865 -0.091 0.050 -0.109 -1.166
C -5.601 1.037 -2.569 -0.076 -0.001 0.178 -1.204
H -0.268 -2.172 -5.509 -0.001 0.018 -0.022 0.391
H 0.376 -1.031 -4.325 -0.032 0.007 0.020 0.012
H -0.567 -0.439 -5.703 -0.001 0.017 0.000 0.292
H -1.832 -3.888 -3.690 -0.018 -0.010 0.010 0.502
H -2.927 -3.233 -2.462 -0.019 0.012 0.018 0.269
H -1.174 -3.026 -2.298 -0.013 0.013 -0.004 -0.261
H -3.416 -2.310 -5.855 -0.030 0.019 -0.019 0.361
H -3.628 -0.560 -5.734 0.014 0.029 0.018 0.262
H -4.482 -1.635 -4.621 0.019 0.015 0.033 0.263
H 0.690 2.190 -3.321 -0.025 -0.020 0.040 0.231
H 0.206 3.498 -4.396 -0.004 -0.013 -0.043 0.400
H 0.101 1.816 -4.943 -0.017 -0.021 0.008 0.221
H -1.378 3.632 -1.309 0.018 -0.030 0.059 -0.150
H -3.061 3.861 -1.808 -0.015 -0.017 -0.006 0.251
H -1.765 4.763 -2.606 -0.015 0.012 0.012 0.455
H -2.830 1.989 -5.688 0.019 -0.029 0.014 0.252
H -2.702 3.717 -5.358 -0.023 -0.008 -0.024 0.349
H -4.008 2.775 -4.633 0.013 -0.021 0.030 0.278
H -3.456 1.313 0.810 0.008 -0.054 -0.009 -0.061
H -5.227 1.398 0.729 0.006 -0.004 0.011 0.415
H -4.236 2.546 -0.179 0.024 0.015 0.006 0.313
H -4.160 -2.045 -0.533 0.022 0.075 0.004 0.232
H -5.436 -1.822 -1.726 0.006 -0.011 -0.008 0.388
H -5.682 -1.284 -0.064 -0.018 0.000 -0.008 0.401
H -5.379 2.064 -2.865 0.032 -0.004 0.018 0.225
H -6.581 1.038 -2.079 -0.023 0.010 -0.062 0.383
H -5.679 0.430 -3.473 0.053 -0.018 0.004 0.290
Br 5.605 -1.885 1.656 -0.006 -0.047 0.068 -0.079
C 4.505 -2.497 3.076 0.071 0.043 -0.038 0.207
C 5.024 -3.417 3.982 -0.038 0.062 -0.050 -0.775
C 4.188 -3.852 4.991 -0.045 -0.009 0.035 -0.294
C 2.884 -3.375 5.048 0.020 -0.004 0.012 -1.066
C 2.480 -2.464 4.091 0.082 -0.002 0.031 0.122
N 3.285 -2.018 3.126 -0.142 -0.036 -0.056 0.525
H 6.043 -3.763 3.887 0.002 -0.004 -0.004 0.440
H 4.549 -4.561 5.726 -0.005 -0.003 0.003 0.377
H 2.197 -3.692 5.820 0.016 -0.013 0.007 0.479
H 1.472 -2.066 4.076 -0.008 -0.012 0.003 0.038
C 0.392 5.377 1.023 0.017 0.084 -0.019 -0.437
C 1.697 5.025 0.713 0.020 0.002 -0.002 -0.782
C 2.086 3.689 0.740 -0.084 -0.024 -0.008 -0.571
C 1.198 2.652 1.059 -0.027 0.107 -0.100 1.670
C -0.117 3.051 1.349 0.054 -0.059 -0.027 0.187
C -0.518 4.380 1.346 -0.084 -0.004 -0.024 -0.811
H 0.086 6.417 1.010 0.002 -0.006 0.002 0.334
H 2.419 5.793 0.456 -0.001 -0.001 0.001 0.387
H 3.122 3.459 0.506 0.003 -0.009 -0.004 0.228
H -0.868 2.295 1.580 0.001 0.002 0.012 -0.030
H -1.545 4.641 1.584 0.000 -0.018 0.000 0.390